A structure of composition C34H39MgN5O2P2S2 at a distorted geometry, computed with ωB97M-V/def2-TZVPD.

```
85
Properties=species:S:1:pos:R:3:mulliken_charge:R:1
Mg -0.012 -2.262 1.801 1.356
C 3.479 -3.933 4.477 -0.753
C 4.313 -3.258 3.673 -0.766
C 5.126 -3.862 2.552 -0.608
C 4.415 -5.021 1.799 -1.517
C 2.969 -4.711 1.484 0.270
C 1.912 -4.553 2.302 1.251
C 1.781 -5.431 3.499 -1.745
C 3.026 -5.351 4.364 -0.889
C -2.012 -1.661 0.344 -1.022
H 3.127 -3.489 5.417 0.788
H 4.669 -2.242 3.932 1.043
H 6.108 -4.160 2.998 0.439
H 5.376 -3.102 1.773 0.167
H 4.972 -5.059 0.854 0.496
H 4.583 -5.987 2.283 0.436
H 2.824 -4.693 0.402 0.464
H 0.956 -4.101 1.973 -0.451
H 1.550 -6.473 3.189 0.295
H 0.942 -5.083 4.130 0.384
H 2.749 -5.674 5.368 0.549
H 3.839 -5.987 4.013 0.312
H -2.207 -0.610 0.010 0.209
H -2.841 -1.977 1.024 0.493
H -2.079 -2.305 -0.549 0.265
P 1.243 -2.220 -0.700 -0.044
P 2.545 0.426 1.064 -0.684
N 0.746 -3.992 -0.650 0.994
N 1.410 -2.190 -2.429 0.705
N 1.908 -0.096 2.557 0.628
N 3.573 1.626 1.631 0.607
C 2.956 -2.256 -0.104 1.142
C 3.577 -0.891 0.345 -0.633
C -0.314 -4.413 0.165 -0.617
C -0.502 -5.773 -0.002 -0.998
C 0.453 -6.221 -0.957 -0.845
C 1.178 -5.107 -1.373 -0.466
C 0.283 -1.925 -3.228 -0.545
C 0.646 -2.084 -4.560 -0.559
C 2.033 -2.451 -4.584 -0.702
C 2.467 -2.525 -3.271 -0.315
C 0.550 -0.108 2.934 -0.762
C 0.440 -0.886 4.075 -0.820
C 1.737 -1.340 4.440 -0.348
C 2.618 -0.822 3.516 -0.339
C 4.830 1.508 2.248 -0.125
C 5.222 2.766 2.689 -0.795
C 4.143 3.673 2.430 -0.527
C 3.149 2.960 1.796 -0.341
H 3.636 -2.766 -0.819 0.779
H 2.986 -2.898 0.799 -2.119
H 4.324 -1.118 1.114 0.055
H 4.107 -0.431 -0.511 0.387
H -0.975 -3.714 0.691 0.351
H -1.266 -6.357 0.498 0.507
H 0.563 -7.239 -1.312 0.452
H 1.877 -4.993 -2.194 0.543
H -0.627 -1.581 -2.760 0.336
H 0.003 -1.971 -5.419 0.458
H 2.642 -2.645 -5.453 0.456
H 3.440 -2.711 -2.848 0.442
H -0.198 0.502 2.419 0.390
H -0.461 -1.172 4.583 0.465
H 1.981 -1.995 5.290 0.418
H 3.697 -0.865 3.435 0.459
H 5.318 0.546 2.333 0.335
H 6.176 3.027 3.112 0.446
H 4.107 4.726 2.674 0.435
H 2.180 3.242 1.418 0.288
O -4.331 2.085 0.573 -0.669
S -3.487 2.049 -0.614 1.122
O -3.988 1.439 -1.826 -0.664
N -2.026 1.279 -0.211 -0.577
C -0.966 2.023 -0.391 0.163
S 0.639 1.318 -0.314 -0.332
C -1.260 3.417 -0.811 0.603
C -0.437 4.547 -0.988 -0.467
C -1.026 5.783 -1.296 -0.593
C -2.410 5.911 -1.463 -0.484
C -3.235 4.796 -1.286 -0.610
C -2.644 3.580 -0.960 -0.022
H 0.640 4.459 -0.820 0.426
H -0.401 6.671 -1.393 0.365
H -2.833 6.876 -1.736 0.380
H -4.317 4.875 -1.396 0.400
```

Values from the calculation:
- HOMO-LUMO gap (eV) = 5.04
- net charge = 0

---

An isolated molecule of C5H13NO at a distorted geometry, computed with ωB97M-V/def2-TZVPD.

```
20
Properties=species:S:1:pos:R:3:nbo_charge:R:1
C -1.351 0.925 1.643 -0.406
N -0.939 0.572 0.291 -0.447
C -1.979 -0.242 -0.366 -0.421
C 0.474 -1.537 0.417 -0.636
C 0.392 -0.028 0.227 -0.063
C 1.041 0.481 -1.052 -0.063
O 2.355 0.000 -1.263 -0.722
H -0.879 1.826 1.919 0.197
H -2.425 1.081 1.649 0.199
H -1.118 0.156 2.389 0.167
H -2.390 -0.979 0.334 0.168
H -1.595 -0.778 -1.231 0.201
H -2.790 0.429 -0.659 0.201
H -0.176 -1.794 1.237 0.205
H 0.096 -2.133 -0.417 0.207
H 1.500 -1.800 0.651 0.227
H 0.920 0.428 1.080 0.181
H 0.442 0.158 -1.900 0.169
H 0.963 1.572 -1.098 0.171
H 2.976 0.498 -0.716 0.465
```

Values from the calculation:
- HOMO-LUMO gap (eV) = 9.34
- net charge = 0
- SMILES = C[C@@H](CO)N(C)C

---

A cluster of 2 separate species, C2H5BO in total at a distorted geometry, computed with ωB97M-V/def2-TZVPD.

```
9
Properties=species:S:1:pos:R:3:nbo_charge:R:1
B -1.406 -1.991 -0.235 0.276
C 1.216 0.345 0.597 0.529
C 0.699 1.584 0.028 -0.761
O 0.556 -0.724 0.556 -0.532
H -1.932 -2.501 0.765 -0.116
H -1.005 -2.198 -1.260 -0.152
H -0.359 1.452 0.026 0.245
H 1.016 2.477 0.582 0.246
H 1.215 1.554 -1.059 0.265
```

Values from the calculation:
- HOMO-LUMO gap (spin up / spin down) (eV) = 6.21 / 9.22
- net charge = 0

---

So what do the calculations give for energy? Going down the list: -3422.12070 -328.26727 -179.07424 a.u..